# 1
Density functional theory data (the ωB97M-V functional and the def2-TZVPD basis) for C3ErF6NO4S2 as an isolated structure.

Cartesian coordinates (Å):
1 Er -0.820 0.874 4.787
2 O -2.730 -0.861 0.791
3 C -2.186 -0.055 1.517
4 O -2.225 0.147 2.737
5 N -0.037 -0.473 -1.226
6 S -1.062 0.630 -0.756
7 O -1.120 0.787 0.882
8 C -0.238 2.317 -0.947
9 F 0.029 2.471 -2.233
10 F 0.885 2.412 -0.258
11 F -1.082 3.252 -0.557
12 S 1.532 -0.508 -0.611
13 O 2.488 -0.130 -1.704
14 C 1.610 -2.381 -0.616
15 F 0.725 -2.879 0.233
16 F 1.399 -2.879 -1.821
17 F 2.831 -2.723 -0.220

Its multiplicity is 4. The expectation value of S² is 3.756. The calculation puts the HOMO energy (spin up / spin down) at -7.9 / -8.7 eV. Its orbital gap (spin up / spin down) is 6.94 / 6.65 eV. As for the energy relative to the best compared isomer or geometry (same formula, charge and spin): 0.0 kcal per mole. The calculation puts the lowest unoccupied orbital energy (spin up / spin down) at -0.996 / -2.041 eV.

=====

# 2
Density functional theory data (the ωB97M-V functional and the def2-TZVPD basis) for a 2-piece molecular cluster, C3F3N2O3 overall.

Cartesian coordinates (Å):
1 C -0.410 -0.140 0.289
2 C 0.191 -1.245 -0.110
3 C -2.159 0.488 0.169
4 N 0.784 0.845 -0.205
5 N 1.794 0.201 -0.615
6 O -2.239 0.974 -0.909
7 O -2.857 0.233 1.073
8 O 1.407 -1.131 -0.798
9 F -0.272 -2.519 -0.052
10 F 1.009 2.092 0.228
11 F 2.751 0.202 0.929

Its multiplicity is 1. Its net charge is -1. The calculation puts the HOMO energy (spin up / spin down) at -5.6 / -5.6 eV. Its orbital gap (spin up / spin down) is 9.32 / 9.32 eV. The calculation puts the lowest unoccupied orbital energy (spin up / spin down) at 3.764 / 3.764 eV.

=====

# 3
Density functional theory data (the ωB97M-V functional and the def2-TZVPD basis) for C3H10AlFLiO2P as an isolated structure.

Cartesian coordinates (Å):
1 C 2.296 0.434 0.435
2 C 1.212 0.346 -0.639
3 F 1.878 0.422 -1.899
4 C 0.368 -0.892 -0.567
5 Al -1.031 -0.890 0.928
6 P -2.451 1.056 0.871
7 O -1.830 1.965 -0.411
8 O -3.891 0.498 0.232
9 H 3.252 0.666 -0.036
10 H 2.089 1.195 1.183
11 H 2.395 -0.505 1.007
12 H 0.579 1.232 -0.583
13 H 1.049 -1.712 -0.296
14 H -0.025 -1.113 -1.560
15 H -0.138 -0.784 2.287
16 H -1.812 -2.303 0.874
17 H -2.375 1.977 -1.205
18 H -3.982 0.572 -0.725
19 Li 2.570 -2.258 0.141

Its multiplicity is 1. The calculation puts the HOMO energy at -6.1 eV. Its orbital gap is 4.14 eV. The calculation puts the lowest unoccupied orbital energy at -1.942 eV.

=====

# 4
Density functional theory data (the ωB97M-V functional and the def2-TZVPD basis) for a 3-piece molecular cluster, C3H10Br2N4O overall.

Cartesian coordinates (Å):
1 C -1.039 -0.647 -1.077
2 C -4.504 -0.436 -0.650
3 C -3.279 -1.264 -0.517
4 N 8.983 3.355 -0.214
5 N -2.166 -0.531 -0.737
6 N 9.396 3.133 -1.334
7 N -3.433 -1.827 1.068
8 O 0.034 -0.389 -1.325
9 Br 11.054 -2.073 0.472
10 Br 10.489 0.028 -0.156
11 H -4.538 -0.295 -1.738
12 H -4.436 0.505 -0.239
13 H -4.181 -2.537 1.202
14 H -3.334 -2.201 -1.140
15 H -5.499 -0.938 -0.277
16 H 8.892 2.380 0.294
17 H -2.680 -2.234 1.499
18 H 9.589 2.157 -1.552
19 H 9.761 3.942 -1.841
20 H -3.749 -0.947 1.614

Its multiplicity is 1. Its net charge is +2. The calculation puts the HOMO energy at -15.0 eV. Its orbital gap is 6.75 eV. As for the energy relative to the best compared isomer or geometry (same formula, charge and spin): 0.0 kcal per mole. The calculation puts the lowest unoccupied orbital energy at -8.292 eV.

=====

# 5
Density functional theory data (the ωB97M-V functional and the def2-TZVPD basis) for one molecule with the formula C3H10Br2NP.

Cartesian coordinates (Å):
1 C 2.718 -0.420 0.049
2 C 1.203 -0.557 0.046
3 Br 0.622 -1.943 1.328
4 C 0.354 0.655 0.388
5 Br 1.071 2.267 -0.435
6 P -1.546 0.419 -0.128
7 N -3.259 0.178 -0.499
8 H 3.190 -1.335 0.397
9 H 3.038 0.398 0.691
10 H 3.075 -0.226 -0.961
11 H 0.860 -0.974 -0.902
12 H 0.381 0.836 1.459
13 H -1.146 -0.766 -0.788
14 H -1.480 1.612 -0.853
15 H -1.875 0.482 1.241
16 H -3.425 -0.410 -1.309
17 H -3.781 -0.215 0.275

Its multiplicity is 1. The calculation puts the HOMO energy at -9.1 eV. Its orbital gap is 9.76 eV. As for the energy relative to the best compared isomer or geometry (same formula, charge and spin): 0.0 kcal per mole. The calculation puts the lowest unoccupied orbital energy at 0.708 eV.

=====

# 6
Density functional theory data (the ωB97M-V functional and the def2-TZVPD basis) for one molecule with the formula C3H10BrNSi.

Cartesian coordinates (Å):
1 C -0.705 0.605 -1.488
2 C 1.866 0.366 0.673
3 C -0.370 -1.799 0.321
4 N -1.520 0.904 1.401
5 Si 0.056 0.054 0.197
6 Br -1.492 0.626 3.242
7 H -0.056 1.496 -1.805
8 H -0.764 -0.130 -2.309
9 H -1.762 0.939 -1.504
10 H 2.273 1.014 -0.125
11 H 1.846 0.926 1.543
12 H 2.597 -0.498 0.801
13 H -0.034 -2.085 -0.640
14 H 0.007 -2.384 1.097
15 H -1.512 -1.886 0.474
16 H -1.895 1.810 1.251

Its multiplicity is 3. The expectation value of S² is 2.008. The calculation puts the HOMO energy (spin up / spin down) at -5.1 / -9.5 eV. Its orbital gap (spin up / spin down) is 5.77 / 7.94 eV. As for the energy relative to the best compared isomer or geometry (same formula, charge and spin): 0.0 kcal per mole. The calculation puts the lowest unoccupied orbital energy (spin up / spin down) at 0.708 / -1.592 eV.

=====

Question: The highest multiplicity belongs to which entry?
Answer: C3ErF6NO4S2

=====

Question: Which value of multiplicity does entry 5 give?
Answer: 1

=====

Question: What is the formula in the first record?
Answer: C3ErF6NO4S2

=====

Question: Which value of multiplicity does entry 6 give?
Answer: 3